The following is a DFT calculation (ωB97M-V with the def2-TZVPD basis set) of a cluster of 3 separate species, C4H16N2O2 in total.

Values from the calculation:
HOMO level, eV: -8.383
SMILES: CC[C@H](N)CN.O.O
Total charge: 0
ΔE to the lowest compared entry with this formula, charge and spin, kcal/mol: 63.3
Frontier orbital gap, eV: 8.93
E_tot, Ha: -421.89049

Cartesian coordinates (Å):
C1 0.70967 0.58625 2.64805
C2 -0.04903 -0.05140 1.45201
C3 0.69840 0.40020 0.12045
N1 1.88602 1.17679 0.36224
C4 -0.43445 1.13504 -0.73393
N2 -0.56245 0.57231 -2.04532
H1 0.33530 1.63751 2.94445
H2 0.39975 -0.03674 3.50098
H3 1.67985 0.47777 2.42292
H4 -1.02033 0.35345 1.33895
H5 -0.09718 -1.17530 1.44359
H6 1.07513 -0.57400 -0.42321
H7 2.57479 1.11301 -0.41226
H8 2.27015 1.50560 1.15781
H9 -1.40069 1.14925 -0.38001
H10 -0.03761 2.12997 -0.79888
H11 0.23010 0.91878 -2.70242
H12 -0.72071 -0.40940 -2.09386
O1 1.09667 -4.19486 -0.44005
H13 0.71094 -4.35916 0.45229
H14 0.27887 -3.71855 -0.89831
O2 -3.32580 0.14956 -2.49682
H15 -2.84870 0.93449 -2.78749
H16 -3.44870 0.27943 -1.63118

Here are the Löwdin charges for atoms 1 to 2, given in e: C -0.100; C -0.185